1.
Entry from the Open Molecules 2025 dataset: a structure of composition C12H11AsBF4N2O10RhS3 (ωB97M-V/def2-TZVPD).

Element x y z (Å)
Rh1 0.294 1.482 -0.913
O1 4.158 -0.618 -0.926
As1 3.542 0.802 -0.078
O2 4.861 1.622 0.422
O3 2.427 1.570 -1.091
C1 2.489 0.106 1.415
C2 2.734 0.736 2.627
C3 1.952 0.460 3.739
C4 0.913 -0.456 3.654
C5 0.664 -1.113 2.459
C6 1.445 -0.833 1.339
S1 1.116 -1.806 -0.121
O4 -0.079 -2.576 0.156
O5 2.309 -2.612 -0.337
O6 0.953 -0.816 -1.221
H1 3.513 -1.348 -0.937
H2 3.529 1.471 2.665
H3 2.136 0.989 4.668
H4 0.289 -0.653 4.519
H5 -0.124 -1.850 2.365
O7 -3.122 2.036 -2.413
S2 -2.045 2.935 -2.060
O8 -2.210 4.296 -2.499
O9 -1.568 2.800 -0.664
S3 -0.389 2.166 -3.126
F1 0.513 4.915 1.631
B1 1.066 3.774 1.032
F2 0.309 2.604 1.415
F3 0.941 3.847 -0.399
F4 2.396 3.602 1.413
N1 -1.212 -3.394 -2.945
C7 -2.486 -3.139 -2.539
O10 -3.448 -3.806 -2.895
C8 -2.582 -1.993 -1.584
C9 -3.372 -2.077 -0.450
C10 -3.283 -1.078 0.498
C11 -2.381 -0.045 0.293
N2 -1.662 0.065 -0.819
C12 -1.783 -0.877 -1.748
H6 -1.048 -4.194 -3.527
H7 -0.429 -2.953 -2.485
H8 -4.013 -2.939 -0.307
H9 -3.875 -1.109 1.404
H10 -2.234 0.743 1.024
H11 -1.205 -0.737 -2.651

HOMO level (alpha / beta) = -0.131 / -0.146 Ha
charge = -2
2S+1 = 5
HOMO-LUMO gap (alpha / beta) = 8.0 / 6.3 eV
energy relative to the best compared isomer or geometry (same formula, charge and spin) = 0.7246 eV

---

2.
Entry from the Open Molecules 2025 dataset: a structure of composition C12H11BCl2N4S4SbZn (ωB97M-V/def2-TZVPD).

Element x y z (Å)
Zn1 0.010 0.494 0.564
B1 2.858 2.045 -0.673
N1 3.004 0.680 0.049
C1 4.144 -0.001 0.210
C2 3.921 -1.045 1.092
C3 2.572 -0.923 1.427
N2 2.043 0.127 0.804
N3 1.517 2.129 -1.472
C4 1.345 2.924 -2.532
C5 0.022 2.871 -2.934
C6 -0.572 2.000 -2.022
N4 0.335 1.565 -1.151
H1 2.927 2.958 0.117
H2 3.755 2.088 -1.489
H3 5.031 0.311 -0.317
H4 4.623 -1.792 1.421
H5 1.930 -1.530 2.047
H6 2.190 3.458 -2.936
H7 -0.434 3.365 -3.773
H8 -1.578 1.617 -1.980
Cl1 0.549 -2.355 -1.168
C7 0.272 -2.155 -2.880
C8 1.288 -2.560 -3.722
C9 1.150 -2.427 -5.098
C10 -0.026 -1.881 -5.588
C11 -1.024 -1.485 -4.717
Cl2 -2.467 -0.817 -5.462
C12 -0.961 -1.588 -3.308
S1 -2.214 -1.118 -2.237
H9 2.189 -2.969 -3.284
H10 1.942 -2.735 -5.769
H11 -0.187 -1.753 -6.651
S2 -2.622 0.552 5.056
Sb1 -0.916 0.536 3.542
S3 -0.541 2.360 2.159
S4 -1.010 -1.126 1.863

HOMO level (alpha / beta) = -0.059 / -0.060 Ha
charge = -2
2S+1 = 2
HOMO-LUMO gap (alpha / beta) = 6.2 / 5.5 eV
energy relative to the best compared isomer or geometry (same formula, charge and spin) = 0.7455 eV

---

3.
Entry from the Open Molecules 2025 dataset: a structure of composition C12H11Br2ClN2O2 (ωB97M-V/def2-TZVPD).

Element x y z (Å)
O1 4.652 0.268 2.215
C1 4.656 0.410 0.869
O2 5.680 -0.329 0.113
C2 3.479 1.367 0.167
C3 2.110 0.410 0.170
C4 2.045 -0.823 -0.889
N1 0.932 -1.825 -1.026
C5 -0.131 -1.508 -0.012
C6 -1.441 -2.541 0.036
C7 -2.705 -2.376 1.068
C8 -2.720 -1.107 2.109
Cl1 -4.192 -0.915 3.241
C9 -1.420 -0.074 2.072
C10 -0.128 -0.264 1.034
N2 1.002 0.721 1.136
H1 5.424 -1.309 0.046
H2 3.325 2.383 0.731
H3 3.745 1.531 -0.983
H4 2.970 -0.947 -1.630
H5 -1.467 -3.472 -0.710
H6 -3.616 -3.124 1.076
H7 -1.467 0.819 2.863
Br1 -2.271 0.485 -3.634
C11 -3.130 1.578 -2.265
C12 -2.174 1.891 -1.137
Br2 -1.950 0.356 0.045
H8 -4.024 1.038 -1.940
H9 -3.432 2.494 -2.781
H10 -2.577 2.684 -0.500
H11 -1.177 2.179 -1.481

HOMO level = -0.270 Ha
HOMO-LUMO gap = 5.9 eV
energy relative to the best compared isomer or geometry (same formula, charge and spin) = 15.1188 eV

---

4.
Entry from the Open Molecules 2025 dataset: a structure of composition C12H11BrMoN5S (ωB97M-V/def2-TZVPD).

Element x y z (Å)
Mo1 -0.178 -0.590 0.404
N1 -1.332 -4.319 -1.425
C1 -0.652 -3.256 -1.054
S1 -0.849 -2.726 0.692
N2 0.145 -2.597 -1.838
N3 0.731 -1.553 -1.192
C2 1.923 -1.180 -1.516
C3 2.550 -0.208 -0.627
C4 3.810 0.295 -0.775
C5 4.311 1.152 0.219
C6 3.535 1.456 1.324
C7 2.267 0.908 1.424
N4 1.776 0.101 0.461
H1 -1.850 -4.887 -0.771
H2 -1.256 -4.655 -2.379
H3 2.432 -1.659 -2.347
H4 4.407 0.024 -1.637
H5 5.308 1.565 0.124
H6 3.903 2.100 2.113
H7 1.640 1.100 2.287
Br1 -1.980 4.602 1.039
C8 -2.482 2.840 0.774
C9 -3.824 2.456 0.715
C10 -4.153 1.121 0.502
C11 -3.162 0.186 0.353
N5 -1.854 0.561 0.415
C12 -1.526 1.871 0.618
H8 -4.602 3.202 0.831
H9 -5.188 0.806 0.456
H10 -3.376 -0.859 0.195
H11 -0.473 2.143 0.614

HOMO level (alpha / beta) = -0.694 / -0.695 Ha
charge = +3
HOMO-LUMO gap (alpha / beta) = 5.5 / 5.7 eV
energy relative to the best compared isomer or geometry (same formula, charge and spin) = 0.0513 eV

---

5.
Entry from the Open Molecules 2025 dataset: a structure of composition C12H11Cl2IrN6O4Te (ωB97M-V/def2-TZVPD).

Element x y z (Å)
Ir1 -0.132 0.004 -0.275
O1 -3.268 4.205 2.396
C1 -3.641 3.034 2.881
O2 -4.558 2.898 3.644
C2 -2.875 1.826 2.436
C3 -3.129 0.563 2.929
N1 -2.293 -0.289 2.310
N2 -1.508 0.350 1.439
C4 -1.842 1.630 1.504
C5 -1.017 2.565 0.679
O3 -1.196 3.765 0.729
O4 -0.107 2.007 -0.070
H1 -2.493 4.137 1.786
H2 -3.837 0.254 3.680
H3 -2.192 -1.280 2.456
Cl1 1.537 0.000 1.967
C6 2.259 -1.642 1.990
Cl2 1.266 -2.823 1.140
H4 2.335 -1.954 3.024
H5 3.224 -1.584 1.500
N3 -2.397 0.066 -3.636
C7 -1.699 1.222 -3.908
C8 -0.863 1.432 -2.858
N4 -1.071 0.425 -1.945
C9 -1.985 -0.392 -2.443
C10 -2.299 -1.566 -1.670
N5 -1.541 -1.799 -0.612
C11 -2.049 -2.926 -0.013
C12 -3.124 -3.364 -0.723
N6 -3.274 -2.490 -1.773
H6 -3.069 -0.363 -4.249
H7 -1.846 1.780 -4.815
H8 -0.172 2.232 -2.671
H9 -1.605 -3.362 0.865
H10 -3.783 -4.201 -0.578
H11 -4.003 -2.532 -2.466
Te1 2.075 0.040 -1.601

HOMO level (alpha / beta) = -0.392 / -0.382 Ha
charge = +1
2S+1 = 2
HOMO-LUMO gap (alpha / beta) = 7.0 / 6.2 eV
energy relative to the best compared isomer or geometry (same formula, charge and spin) = 1.7017 eV

---

6.
Entry from the Open Molecules 2025 dataset: the molecule C12H11F3N2O3 (ωB97M-V/def2-TZVPD).

Element x y z (Å)
O1 -3.390 -1.523 1.645
C1 -2.729 -0.696 1.059
C2 -3.354 0.408 0.227
C3 -2.401 1.552 -0.095
C4 -1.102 0.962 -0.615
N1 -0.167 2.008 -1.108
O2 0.765 1.613 -1.767
O3 -0.399 3.152 -0.823
C5 -0.415 0.179 0.524
C6 0.786 -0.582 0.003
C7 0.563 -1.665 -0.841
C8 1.614 -2.382 -1.379
C9 2.918 -2.026 -1.080
C10 3.162 -0.965 -0.229
C11 2.104 -0.246 0.315
C12 2.411 0.871 1.275
F1 1.923 0.610 2.510
F2 3.717 1.088 1.433
F3 1.871 2.049 0.916
N2 -1.374 -0.756 1.077
H1 -4.232 0.769 0.763
H2 -3.714 -0.058 -0.695
H3 -2.843 2.214 -0.841
H4 -2.201 2.147 0.798
H5 -1.278 0.285 -1.457
H6 -0.124 0.896 1.304
H7 -0.454 -1.949 -1.070
H8 1.415 -3.216 -2.034
H9 3.745 -2.574 -1.503
H10 4.175 -0.687 0.016
H11 -0.990 -1.477 1.673

HOMO level = -0.362 Ha
HOMO-LUMO gap = 10.0 eV
SMILES string = O=C1CC[C@@H]([N+](=O)[O-])[C@H](c2ccccc2C(F)(F)F)N1

---

7.
Entry from the Open Molecules 2025 dataset: the molecule C12H11F3N4O2 (ωB97M-V/def2-TZVPD).

Element x y z (Å)
N1 -1.833 -0.623 -4.384
C1 -1.819 0.261 -3.317
C2 -2.602 1.410 -3.324
C3 -2.545 2.350 -2.325
C4 -1.711 2.100 -1.262
C5 -0.940 0.910 -1.174
C6 -0.073 0.559 -0.007
O1 0.111 -0.614 0.284
N2 0.512 1.560 0.744
C7 1.233 1.412 1.908
C8 1.954 2.405 2.535
C9 2.743 1.838 3.604
O2 3.513 2.453 4.332
N3 2.450 0.501 3.589
C10 3.022 -0.505 4.500
C11 3.511 -1.824 3.835
F1 4.546 -1.619 2.946
F2 3.829 -2.743 4.824
F3 2.576 -2.426 3.088
N4 1.449 0.253 2.631
C12 -0.987 0.015 -2.236
H1 -2.496 -0.521 -5.140
H2 -1.172 -1.365 -4.391
H3 -3.255 1.568 -4.162
H4 -3.126 3.245 -2.347
H5 -1.758 2.814 -0.456
H6 0.496 2.481 0.289
H7 2.084 3.390 2.210
H8 3.906 -0.054 4.962
H9 2.320 -0.765 5.263
H10 1.356 -0.640 2.116
H11 -0.362 -0.893 -2.203

HOMO level = -0.307 Ha
HOMO-LUMO gap = 8.5 eV
SMILES string = Nc1cccc(C(=O)Nc2cc(=O)n(CC(F)(F)F)[nH]2)c1
energy relative to the best compared isomer or geometry (same formula, charge and spin) = 0.0000 eV

---

8.
Entry from the Open Molecules 2025 dataset: a structure of composition C12H11F5N5O5Ta (ωB97M-V/def2-TZVPD).

Element x y z (Å)
Ta1 -0.280 0.486 0.090
O1 -2.140 4.282 0.570
C1 -1.299 3.337 0.372
O2 -1.622 2.158 0.156
C2 0.151 3.714 0.426
O3 0.868 2.541 0.047
C3 1.850 2.680 -1.012
C4 1.771 1.446 -1.893
O4 2.503 1.197 -2.779
O5 0.713 0.644 -1.523
H1 -3.071 3.986 0.539
H2 0.346 4.545 -0.253
H3 0.419 4.024 1.438
H4 1.635 3.559 -1.620
H5 2.844 2.770 -0.576
N1 1.026 0.590 6.734
C5 0.807 0.568 5.606
N2 0.560 0.545 4.317
C6 0.336 0.525 3.169
N3 0.093 0.507 1.958
C7 1.520 -4.463 -1.758
N4 1.000 -3.452 -0.831
C8 0.648 -3.680 0.488
C9 0.256 -2.495 0.996
N5 0.364 -1.528 -0.004
C10 0.815 -2.176 -1.098
H6 0.884 -5.343 -1.712
H7 2.538 -4.724 -1.478
H8 1.507 -4.061 -2.767
H9 0.717 -4.656 0.937
H10 -0.112 -2.267 1.979
H11 1.001 -1.723 -2.058
F1 -3.310 0.250 0.328
C11 -2.329 -0.435 -0.305
F2 -2.392 -1.715 0.140
C12 -2.626 -0.430 -1.814
F3 -3.860 -0.748 -2.114
F4 -2.356 0.816 -2.272
F5 -1.777 -1.272 -2.422

HOMO level = -0.601 Ha
charge = +2
HOMO-LUMO gap = 8.1 eV
energy relative to the best compared isomer or geometry (same formula, charge and spin) = 0.0000 eV

---

9.
Entry from the Open Molecules 2025 dataset: a structure of composition C12H11KN2O (ωB97M-V/def2-TZVPD).

Element x y z (Å)
K1 -0.863 -0.464 0.166
C1 -4.580 -4.490 1.516
C2 -3.639 -4.664 0.511
C3 -2.752 -3.636 0.207
C4 -2.714 -2.381 0.848
C5 -3.696 -2.278 1.853
C6 -4.602 -3.277 2.191
H1 -5.279 -5.280 1.767
H2 -3.594 -5.599 -0.036
H3 -2.044 -3.853 -0.596
H4 -3.780 -1.355 2.431
H5 -5.326 -3.110 2.982
N1 5.456 2.974 -0.903
C7 4.545 2.013 -0.621
O1 4.855 0.923 -0.185
C8 3.090 2.377 -0.807
C9 2.616 3.589 -1.291
C10 1.248 3.771 -1.410
C11 0.416 2.729 -1.035
N2 0.850 1.561 -0.567
C12 2.166 1.397 -0.459
H6 6.430 2.765 -0.764
H7 5.198 3.884 -1.230
H8 3.278 4.395 -1.582
H9 0.830 4.695 -1.783
H10 -0.658 2.857 -1.122
H11 2.546 0.456 -0.083

HOMO level = -0.226 Ha
HOMO-LUMO gap = 5.6 eV
energy relative to the best compared isomer or geometry (same formula, charge and spin) = 0.1855 eV

---

10.
Entry from the Open Molecules 2025 dataset: a structure of composition C12H11LaNO4 (ωB97M-V/def2-TZVPD).

Element x y z (Å)
La1 0.379 -0.626 -1.633
O1 -2.825 -2.328 -1.292
C1 -1.827 -1.799 -1.421
C2 2.479 0.716 -1.402
O2 3.416 1.349 -1.259
C3 -0.799 1.367 -2.597
O3 -1.323 2.274 -2.988
C4 1.522 -2.578 -0.542
O4 2.013 -3.428 -0.009
C5 0.310 -1.825 -3.849
H1 0.182 -2.845 -3.354
H2 -0.690 -1.355 -4.132
C6 1.474 -1.140 -3.841
H3 1.552 -0.036 -4.118
H4 2.424 -1.525 -3.340
N1 -0.048 0.250 0.591
C7 -0.364 0.732 1.847
C8 -0.933 2.023 1.850
C9 -1.254 2.471 3.131
C10 -0.990 1.623 4.216
C11 -0.446 0.338 4.150
C12 -0.096 -0.176 2.901
H5 -0.349 0.821 -0.219
H6 0.114 -0.767 0.510
H7 -1.103 2.535 0.841
H8 -1.686 3.483 3.153
H9 -1.235 1.997 5.191
H10 -0.238 -0.359 4.987
H11 0.344 -1.193 2.627

HOMO level (alpha / beta) = -0.661 / -0.663 Ha
charge = +3
HOMO-LUMO gap (alpha / beta) = 4.2 / 4.2 eV

---

11.
Entry from the Open Molecules 2025 dataset: a cluster of 2 separate species, C12H11NOS in total (ωB97M-V/def2-TZVPD).

Element x y z (Å)
C1 -0.687 -3.296 -1.711
C2 -1.137 3.071 1.853
C3 0.589 -3.055 -2.220
C4 -1.083 -2.702 -0.513
C5 0.167 2.789 2.235
C6 -1.500 3.025 0.514
C7 1.461 -2.239 -1.549
C8 -0.226 -1.889 0.179
C9 1.114 2.472 1.283
C10 -0.564 2.698 -0.445
C11 1.093 -1.627 -0.308
C12 0.747 2.428 -0.058
N1 1.866 -0.853 0.410
O1 3.260 2.090 -0.682
S1 1.929 2.045 -1.308
H1 -1.368 -3.944 -2.243
H2 -1.873 3.327 2.600
H3 0.886 -3.519 -3.149
H4 -2.078 -2.890 -0.133
H5 0.442 2.819 3.280
H6 -2.515 3.253 0.225
H7 2.450 -2.046 -1.944
H8 -0.505 -1.426 1.112
H9 2.135 2.245 1.549
H10 -0.828 2.656 -1.491
H11 2.789 -0.715 0.005

HOMO level (alpha / beta) = -0.298 / -0.297 Ha
HOMO-LUMO gap (alpha / beta) = 7.1 / 6.9 eV
energy relative to the best compared isomer or geometry (same formula, charge and spin) = 1.5724 eV

---

12.
Entry from the Open Molecules 2025 dataset: a cluster of 2 separate species, C12H11O3 in total (ωB97M-V/def2-TZVPD).

Element x y z (Å)
C1 -2.317 1.043 0.243
C2 -1.447 0.362 -0.216
C3 3.806 0.784 0.163
C4 2.735 1.542 0.690
C5 3.478 -0.291 -0.704
C6 1.425 1.238 0.282
C7 2.210 -0.728 -0.805
C8 1.080 0.006 -0.373
C9 -0.409 -1.440 1.601
C10 -3.497 1.736 0.805
C11 -1.820 -1.902 -1.498
C12 -0.289 -0.375 -0.498
O1 -0.515 -2.557 1.254
O2 -0.340 -0.616 2.434
O3 -0.550 -1.362 -1.555
H1 4.797 0.897 0.293
H2 2.802 2.432 1.293
H3 4.192 -0.947 -1.123
H4 0.629 1.984 0.731
H5 1.899 -1.629 -1.319
H6 -3.378 2.690 0.432
H7 -3.428 1.660 2.024
H8 -4.352 1.303 0.359
H9 -2.488 -1.415 -0.603
H10 -1.939 -2.962 -1.510
H11 -2.285 -1.456 -2.400

HOMO level = -0.081 Ha
charge = -1
HOMO-LUMO gap = 5.7 eV
energy relative to the best compared isomer or geometry (same formula, charge and spin) = 4.0334 eV